[1]
Molecular formula: C3H6N2O
Method: DFT, wB97M-V/def2-TZVPD

Properties
**Multiplicity**: 1
**Structure (SMILES)**: C/N=C/NC=O
**Electronic energy**: -8235.6128 eV
**Largest force on an atom**: 0.010 hartree/bohr
**Orbital gap**: 0.3898 Ha
**Charge**: 0
**ΔE to the lowest compared entry with this formula, charge and spin**: 104.8 kJ/mol

Each line ends with the natural charge from an NBO analysis.
Cartesian coordinates (Å):
C 1.720 -1.473 0.311  -0.432
N 1.151 -0.164 0.085  -0.454
C -0.091 0.014 0.228  0.272
N -0.653 1.157 -0.328  -0.624
C -1.967 1.551 -0.341  0.536
O -2.378 2.449 -1.040  -0.570
H 2.407 -1.496 1.164  0.204
H 0.974 -2.270 0.440  0.171
H 2.298 -1.697 -0.592  0.209
H -0.807 -0.670 0.709  0.154
H -0.040 1.617 -0.990  0.420
H -2.613 0.982 0.353  0.114

[2]
Molecular formula: C3H6N2O
Method: DFT, wB97M-V/def2-TZVPD

Properties
**Multiplicity**: 1
**Structure (SMILES)**: [H]/N=C\C#N.[H][H].C=O
**Electronic energy**: -8232.1354 eV
**Largest force on an atom**: 0.022 hartree/bohr
**Orbital gap**: 0.3700 Ha
**Charge**: 0
**ΔE to the lowest compared entry with this formula, charge and spin**: 440.3 kJ/mol

Each line ends with the natural charge from an NBO analysis.
Cartesian coordinates (Å):
N -1.000 -1.303 0.207  -0.490
C -0.830 -0.449 -0.718  -0.031
C 0.716 1.449 0.360  0.245
O 0.755 1.274 1.552  -0.492
C 0.190 -0.579 -1.739  0.188
N 0.961 -0.768 -2.581  -0.261
H -0.256 -2.007 0.221  0.359
H -0.465 -0.773 1.841  -0.004
H -1.541 0.369 -0.821  0.216
H 1.484 1.037 -0.317  0.130
H -0.079 2.063 -0.102  0.113
H 0.065 -0.313 2.097  0.028

[3]
Molecular formula: C3H6N2O
Method: DFT, wB97M-V/def2-TZVPD

Properties
**Multiplicity**: 1
**Electronic energy**: -8232.6907 eV
**Largest force on an atom**: 0.075 hartree/bohr
**Orbital gap**: 0.3631 Ha
**Charge**: 0
**ΔE to the lowest compared entry with this formula, charge and spin**: 386.7 kJ/mol

Each line ends with the natural charge from an NBO analysis.
Cartesian coordinates (Å):
N 1.587 -0.272 0.349  -0.879
C 0.428 0.019 -0.539  -0.279
C -0.768 -0.994 -0.708  -0.073
O -1.691 0.009 -0.200  -0.500
C -0.637 0.825 0.141  0.556
N -0.577 1.797 0.934  -0.695
H 1.532 0.087 1.279  0.394
H 2.066 -1.129 0.144  0.383
H 1.399 0.474 -0.949  0.358
H -1.086 -1.348 -1.692  0.195
H -0.726 -1.836 0.002  0.186
H -1.490 1.997 1.341  0.355

[4]
Molecular formula: C3H6N2O
Method: DFT, wB97M-V/def2-TZVPD

Properties
**Multiplicity**: 1
**Electronic energy**: -8234.4103 eV
**Largest force on an atom**: 0.011 hartree/bohr
**Orbital gap**: 0.3551 Ha
**Charge**: 0
**ΔE to the lowest compared entry with this formula, charge and spin**: 220.8 kJ/mol

Each line ends with the natural charge from an NBO analysis.
Cartesian coordinates (Å):
C 0.146 0.968 1.505  -0.451
N -0.675 1.016 0.303  -0.595
C -0.530 0.382 -0.854  0.193
N 0.506 -0.512 -0.898  -0.684
C 0.103 -1.577 -1.730  0.557
O 0.098 -2.725 -1.371  -0.558
H 0.190 -0.037 1.941  0.202
H -0.291 1.641 2.246  0.219
H 1.165 1.307 1.289  0.204
H -1.514 1.570 0.360  0.399
H 1.050 -0.811 -0.085  0.376
H -0.247 -1.220 -2.708  0.140

[5]
Molecular formula: C3H6N2O
Method: DFT, wB97M-V/def2-TZVPD

Properties
**Multiplicity**: 1
**Electronic energy**: -8230.4916 eV
**Largest force on an atom**: 0.082 hartree/bohr
**Orbital gap (spin up / spin down)**: 0.2869 / 0.2976 Ha
**Charge**: 0
**ΔE to the lowest compared entry with this formula, charge and spin**: 598.9 kJ/mol

Each line ends with the natural charge from an NBO analysis.
Cartesian coordinates (Å):
C 0.349 -0.322 0.224  0.128
C -0.755 0.163 -0.778  0.060
C 1.760 0.353 0.028  -0.656
N -2.800 0.197 0.425  -0.313
N -1.865 0.306 -0.330  0.034
O 0.167 -1.590 -0.064  -0.617
H 0.115 -0.062 1.287  0.127
H -0.579 -0.018 -1.747  0.229
H 2.623 -0.304 0.361  0.233
H 1.974 1.370 0.545  0.218
H 1.853 0.432 -1.122  0.200
H -2.843 -0.525 1.171  0.357

[6]
Molecular formula: C3H6N2O
Method: DFT, wB97M-V/def2-TZVPD

Properties
**Multiplicity**: 1
**Structure (SMILES)**: C1C[C@H]2ON2N1
**Electronic energy**: -8231.7300 eV
**Largest force on an atom**: 0.086 hartree/bohr
**Orbital gap**: 0.3786 Ha
**Charge**: 0
**ΔE to the lowest compared entry with this formula, charge and spin**: 479.4 kJ/mol

Each line ends with the natural charge from an NBO analysis.
Cartesian coordinates (Å):
C -0.500 -0.803 -0.358  -0.458
C 0.480 -0.538 0.714  -0.266
C -0.840 0.580 -0.805  0.195
N 1.297 0.543 0.255  -0.452
N 0.478 1.304 -0.495  -0.024
O -0.854 1.603 0.087  -0.432
H -0.059 -1.325 -1.269  0.231
H -1.368 -1.591 0.106  0.229
H -0.020 -0.129 1.623  0.201
H 1.048 -1.548 0.937  0.210
H -1.398 0.783 -1.758  0.189
H 1.737 1.120 0.963  0.376

[7]
Molecular formula: C3H6N2O
Method: DFT, wB97M-V/def2-TZVPD

Properties
**Multiplicity**: 1
**Structure (SMILES)**: ON=C1CNC1
**Electronic energy**: -8233.0099 eV
**Largest force on an atom**: 0.013 hartree/bohr
**Orbital gap**: 0.3792 Ha
**Charge**: 0
**ΔE to the lowest compared entry with this formula, charge and spin**: 355.9 kJ/mol

Each line ends with the natural charge from an NBO analysis.
Cartesian coordinates (Å):
O 2.172 -0.695 1.040  -0.571
N 1.544 0.483 0.636  -0.134
C 0.413 0.243 0.130  0.217
C -0.648 1.117 -0.487  -0.258
N -1.611 0.035 -0.179  -0.593
C -0.487 -0.931 -0.176  -0.287
H 2.998 -0.374 1.423  0.476
H -0.423 1.186 -1.559  0.182
H -0.884 2.103 -0.084  0.210
H -2.296 -0.132 -0.911  0.353
H -0.220 -1.271 -1.184  0.188
H -0.579 -1.778 0.505  0.216

[8]
Molecular formula: C3H6N2O
Method: DFT, wB97M-V/def2-TZVPD

Properties
**Multiplicity**: 1
**Structure (SMILES)**: C[C@H]1N=NCO1
**Electronic energy**: -8232.9962 eV
**Largest force on an atom**: 0.125 hartree/bohr
**Orbital gap**: 0.3844 Ha
**Charge**: 0
**ΔE to the lowest compared entry with this formula, charge and spin**: 357.2 kJ/mol

Each line ends with the natural charge from an NBO analysis.
Cartesian coordinates (Å):
C -0.580 2.047 0.239  0.003
C 0.553 0.144 0.491  0.191
C 0.461 -1.488 -0.202  -0.597
N 0.725 2.075 -0.581  -0.105
N 1.249 1.030 -0.384  -0.151
O -0.721 0.803 0.689  -0.523
H -0.436 2.868 1.003  0.168
H -1.441 2.179 -0.461  0.185
H 1.196 0.094 1.281  0.170
H -0.498 -1.755 0.407  0.231
H 1.402 -1.943 0.041  0.216
H 0.365 -1.313 -1.215  0.211